*i*
Entry from OMol25: C30H28N10O2S3Ti as an isolated structure (ωB97M-V/def2-TZVPD).

Its total charge is +2. Its multiplicity is 3. The value obtained for the molar mass is 704.69 g mol⁻¹.

Positions of all 74 atoms, in Å:
Ti (-0.58635, 0.30563, -0.77584)
N (0.26332, 2.25712, 2.77659)
C (0.01412, 1.39516, 3.87639)
C (0.68460, 1.58702, 5.07256)
C (0.44094, 0.74323, 6.14681)
C (-0.44907, -0.31337, 6.01872)
C (-1.09891, -0.52099, 4.80961)
C (-0.88053, 0.34450, 3.74874)
S (-1.78163, 0.15333, 2.25060)
N (-0.71573, 0.88839, 1.12919)
C (0.12379, 1.84749, 1.48748)
C (0.88873, 2.44002, 0.41313)
C (1.63537, 3.61863, 0.50132)
C (2.24970, 4.11194, -0.61923)
C (2.13092, 3.41648, -1.84476)
C (1.40398, 2.26703, -1.88343)
N (0.77227, 1.76242, -0.77983)
H (0.92271, 2.99598, 2.95022)
H (1.39122, 2.40600, 5.16988)
H (0.95487, 0.91247, 7.08483)
H (-0.64006, -0.97343, 6.85511)
H (-1.79792, -1.34280, 4.69654)
H (1.70448, 4.16334, 1.43507)
H (2.81247, 5.03511, -0.56770)
H (2.60366, 3.78791, -2.74375)
H (1.27774, 1.70574, -2.79654)
S (-8.00772, 0.49769, -1.02871)
N (-6.94069, 1.70091, -1.03792)
C (-5.74916, 1.12931, -1.08795)
C (-4.47625, 1.84111, -1.15293)
C (-4.37248, 3.23071, -1.25013)
C (-3.12985, 3.79498, -1.38087)
C (-2.01281, 2.97136, -1.39665)
N (-2.08925, 1.64308, -1.28627)
C (-3.31828, 1.08579, -1.16701)
C (-3.36772, -0.38606, -1.07767)
N (-2.17690, -1.01981, -0.98361)
C (-2.18182, -2.34874, -1.02383)
C (-3.33831, -3.10704, -1.14402)
C (-4.55000, -2.46676, -1.18622)
C (-4.57020, -1.07245, -1.13618)
C (-5.79629, -0.28089, -1.11760)
N (-7.02411, -0.77328, -1.09148)
H (-5.27253, 3.83482, -1.23194)
H (-3.00360, 4.86497, -1.47699)
H (-1.02345, 3.39109, -1.50423)
H (-1.21761, -2.83100, -0.93748)
H (-3.27284, -4.18585, -1.18760)
H (-5.48302, -3.01441, -1.25624)
O (0.46651, -0.77534, -2.23402)
C (1.02570, -1.42125, -1.31499)
O (0.71442, -1.22690, -0.09604)
C (2.09234, -2.42110, -1.66609)
N (2.57745, -3.01781, -0.36526)
C (1.87709, -4.34174, -0.21238)
C (1.78008, -4.86148, -1.63947)
C (1.60095, -3.60527, -2.52295)
H (2.91182, -1.85782, -2.10288)
H (2.32889, -2.36763, 0.38262)
H (3.59233, -3.10597, -0.37164)
H (0.90529, -4.12563, 0.22528)
H (2.43756, -4.97600, 0.46775)
H (0.95972, -5.56689, -1.74283)
H (2.69568, -5.38731, -1.90711)
H (0.56563, -3.44716, -2.81781)
H (2.18334, -3.68337, -3.43626)
N (5.78397, 0.46385, -1.89572)
C (5.51518, 0.20045, -0.60973)
N (6.53361, 0.32173, 0.24563)
S (3.96550, -0.26064, -0.07388)
H (6.68782, 0.77712, -2.20733)
H (5.02295, 0.46852, -2.54968)
H (7.45736, 0.60000, -0.04016)
H (6.36902, 0.12374, 1.21681)

Atom charges from the Mulliken analysis, given in e for atoms 1 to 4:
1. Ti -0.629
2. N -0.169
3. C 0.244
4. C -0.723

*ii*
Entry from OMol25: C30H28N10O2S3Ti as an isolated structure (ωB97M-V/def2-TZVPD).

Its total charge is +2. Its multiplicity is 3. The value obtained for the molar mass is 704.69 g mol⁻¹.

Positions of all 74 atoms, in Å:
Ti (0.25202, -0.69240, -0.24891)
N (1.62565, -0.88214, 3.77438)
C (0.59845, -0.32273, 4.58170)
C (0.89989, 0.48311, 5.66524)
C (-0.13677, 1.02228, 6.41487)
C (-1.45721, 0.79177, 6.05746)
C (-1.75221, 0.01137, 4.94828)
C (-0.71937, -0.56879, 4.22850)
S (-0.99732, -1.67341, 2.88508)
N (0.32238, -1.23804, 1.86067)
C (1.46343, -1.02325, 2.43402)
C (2.65892, -1.00784, 1.53830)
C (3.95116, -0.81893, 1.99719)
C (4.99543, -0.98128, 1.09638)
C (4.70081, -1.31596, -0.21725)
C (3.37294, -1.42191, -0.59860)
N (2.36145, -1.25133, 0.25390)
H (2.56223, -0.78448, 4.12703)
H (1.93112, 0.67935, 5.93293)
H (0.09130, 1.63113, 7.27861)
H (-2.25947, 1.21724, 6.64363)
H (-2.77958, -0.17429, 4.66261)
H (4.16577, -0.56228, 3.02408)
H (6.02078, -0.85955, 1.41746)
H (5.48507, -1.47841, -0.94254)
H (3.09703, -1.64752, -1.62098)
S (-5.51620, -1.14520, -5.34037)
N (-3.92313, -1.18975, -5.57749)
C (-3.35679, -0.95783, -4.40387)
C (-1.92947, -0.88822, -4.15473)
C (-0.96354, -1.01414, -5.15113)
C (0.36573, -0.89622, -4.80407)
C (0.69351, -0.67238, -3.47197)
N (-0.21191, -0.56808, -2.50561)
C (-1.51118, -0.66393, -2.83999)
C (-2.47806, -0.47771, -1.75490)
N (-1.96582, -0.25438, -0.52927)
C (-2.80799, 0.03804, 0.45575)
C (-4.18977, 0.07012, 0.29010)
C (-4.72198, -0.21370, -0.94749)
C (-3.85100, -0.48417, -2.00364)
C (-4.29044, -0.75595, -3.35942)
N (-5.54955, -0.83754, -3.75897)
H (-1.27136, -1.19328, -6.17279)
H (1.14843, -0.97792, -5.54459)
H (1.72786, -0.56960, -3.16669)
H (-2.36001, 0.25042, 1.41713)
H (-4.82339, 0.30938, 1.13208)
H (-5.78969, -0.21694, -1.12235)
O (0.15503, 1.36557, 0.70415)
C (0.95450, 1.84796, -0.11535)
O (1.53906, 1.16824, -1.00052)
C (1.23716, 3.35127, -0.07389)
N (1.93520, 3.68008, -1.37466)
C (0.93140, 4.41252, -2.22504)
C (0.14972, 5.21441, -1.20033)
C (-0.02203, 4.23330, -0.03502)
H (1.92447, 3.55523, 0.74616)
H (2.18787, 2.75103, -1.76051)
H (2.77139, 4.24157, -1.23401)
H (0.31528, 3.65094, -2.70317)
H (1.44942, 4.98783, -2.98760)
H (-0.79872, 5.56283, -1.60212)
H (0.72192, 6.09269, -0.89581)
H (-0.90288, 3.60600, -0.16791)
H (-0.12248, 4.73630, 0.92271)
N (0.84508, -4.27513, 1.07863)
C (0.23021, -4.44821, -0.09235)
N (0.05068, -5.69184, -0.53421)
S (-0.31782, -3.14297, -1.03679)
H (1.08674, -5.04907, 1.67553)
H (0.88695, -3.34080, 1.45182)
H (0.32714, -6.50178, -0.00429)
H (-0.41343, -5.83072, -1.41514)

Atom charges from the Mulliken analysis, given in e for atoms 1 to 4:
1. Ti -0.308
2. N -0.155
3. C 0.303
4. C -0.887

*ii* wins, 18.9 kcal/mol ahead of the next structure.

*i*
Entry from OMol25: C5H13NS2 in the gas phase (ωB97M-V/def2-TZVPD).

Its total charge is 0. The value obtained for the molar mass is 151.30 g mol⁻¹. As for the SMILES: CCCSSCCN.

Positions of all 21 atoms, in Å:
C (0.82242, -3.40658, -2.23814)
C (0.41294, -3.01419, -0.79996)
C (0.86516, -1.57848, -0.55092)
S (-0.40976, -0.41354, -1.20110)
S (-1.32087, 0.67684, 0.19433)
C (-0.23137, 2.00742, 0.87978)
C (-1.27209, 2.94973, 1.57284)
N (-0.63181, 4.19674, 1.89143)
H (0.08026, -3.26372, -2.96188)
H (1.13804, -4.48862, -2.47138)
H (1.75823, -2.89494, -2.56285)
H (0.87436, -3.71786, -0.11119)
H (-0.71138, -3.27172, -0.65278)
H (0.98988, -1.29040, 0.49312)
H (1.83175, -1.24656, -1.14445)
H (0.51581, 1.61712, 1.56121)
H (0.24475, 2.63512, 0.10129)
H (-2.00359, 3.17012, 0.71498)
H (-1.75406, 2.47530, 2.40749)
H (-1.29557, 4.80126, 2.34558)
H (0.09692, 4.05697, 2.53260)

Atom charges from the natural (NBO) analysis, given in e for atoms 1 to 4:
1. C -0.619
2. C -0.440
3. C -0.532
4. S 0.066

*ii*
Entry from OMol25: a 2-piece molecular cluster, C5H13NS2 overall (ωB97M-V/def2-TZVPD).

Its total charge is 0. The value obtained for the molar mass is 151.30 g mol⁻¹.

Positions of all 21 atoms, in Å:
N (-2.38369, 1.88494, 0.53965)
C (-1.58255, 1.15316, -0.50906)
C (-2.04703, -0.15526, -0.91790)
S (-2.32943, -1.36327, 0.32924)
S (2.06230, 1.36990, 0.38752)
C (1.98433, 0.17086, -0.93227)
C (1.78043, -1.26843, -0.44090)
C (2.82616, -1.65138, 0.56819)
H (-2.30792, 1.35836, 1.42079)
H (-3.36812, 1.61888, 0.38013)
H (-1.54586, 1.82478, -1.32153)
H (-0.60369, 1.03403, -0.09092)
H (-2.78978, -0.34988, -1.67385)
H (-1.96634, -0.50908, 1.30296)
H (1.19086, 0.42580, -1.68680)
H (2.80952, 0.29653, -1.63895)
H (1.72994, -1.92766, -1.34289)
H (0.78416, -1.28610, -0.01674)
H (3.81406, -1.63607, 0.10890)
H (2.88134, -0.90131, 1.35448)
H (2.63378, -2.63093, 1.16284)

Atom charges from the natural (NBO) analysis, given in e for atoms 1 to 4:
1. N -0.734
2. C -0.373
3. C -0.199
4. S 0.194

*iii*
Entry from OMol25: C5H13NS2 in the gas phase (ωB97M-V/def2-TZVPD).

Its total charge is 0. The value obtained for the molar mass is 151.30 g mol⁻¹. As for the SMILES: CCCSSCCN.

Positions of all 21 atoms, in Å:
C (0.01307, 2.92561, 0.03609)
C (1.42043, 2.71060, 0.60363)
C (1.93067, 1.24563, 0.61557)
S (1.58448, 0.38698, -0.94236)
S (1.05476, -1.50853, -0.37075)
C (-0.76679, -1.40915, -0.16353)
C (-1.49299, -2.57092, -0.83511)
N (-1.86220, -3.60493, 0.12255)
H (-0.48311, 3.69581, 0.60345)
H (-0.53243, 1.97372, 0.00764)
H (0.04277, 3.17058, -1.02762)
H (1.45627, 3.06384, 1.63867)
H (2.17416, 3.29116, 0.05498)
H (3.00628, 1.26647, 0.76271)
H (1.44144, 0.71994, 1.42483)
H (-0.95464, -1.39566, 0.90443)
H (-1.09825, -0.45749, -0.57116)
H (-2.41178, -2.16942, -1.26183)
H (-0.93543, -2.93582, -1.70326)
H (-2.54676, -4.24188, -0.28040)
H (-1.03995, -4.15652, 0.38149)

Atom charges from the natural (NBO) analysis, given in e for atoms 1 to 4:
1. C -0.623
2. C -0.406
3. C -0.533
4. S 0.081

*iii* wins, 18.3 kcal/mol ahead of the next structure.